No. 1
Computed, not measured: 2 unconnected molecules or ions with the total composition C3H9NO in a non-equilibrium geometry, with ωB97M-V/def2-TZVPD.

Each atom is followed by the atoms it is bonded to, with distances in Å.
Cartesian coordinates (Å):
1 C 2.6018 -0.8580 -1.5283  C2 1.325, H5 1.087, H6 1.094
2 C 1.8212 -0.0104 -0.8738  C1 1.325, C3 1.512, H7 1.094
3 C 0.3930 -0.2708 -0.4512  C2 1.512, N4 1.457, H8 1.085, H9 1.090
4 N -0.4998 -0.0039 -1.5712  C3 1.457, H10 1.016, H11 1.014
5 H 3.6245 -0.6246 -1.8116  C1 1.087
6 H 2.4321 -1.9297 -1.6703  C1 1.094
7 H 2.1494 1.0068 -1.1058  C2 1.094
8 H 0.1429 0.3611 0.3949  C3 1.085
9 H 0.3497 -1.3434 -0.2608  C3 1.090
10 H -0.8821 0.9236 -1.7321  N4 1.016
11 H -0.0840 -0.2347 -2.4664  N4 1.014
12 O -3.9705 1.0407 4.7591  H13 0.974, H14 0.970
13 H -3.3210 1.1901 4.0481  O12 0.974
14 H -4.7571 0.7533 4.2692  O12 0.970

The structure (SMILES) is C=CCN.O. Its relative energy (zero: lowest compared OMol25 entry of this formula, charge and spin) is 1.9262 eV. Its HOMO-LUMO gap is 0.35838 hartree. The total energy is -6793.1295 eV. For the lowest unoccupied orbital energy, the calculation gives 0.8 eV.

***

No. 2
Computed, not measured: a single C3H9NO molecule in a non-equilibrium geometry, with ωB97M-V/def2-TZVPD.

Each atom is followed by the atoms it is bonded to, with distances in Å.
Cartesian coordinates (Å):
1 C 1.4580 0.5075 0.0221  C2 1.552, H6 1.130, H7 1.048, H8 1.171
2 C 0.0162 0.0589 -0.3381  C1 1.552, N3 1.426, C4 1.516, H9 1.151
3 N -0.6372 0.8672 -1.3140  C2 1.426, H10 1.222, H11 1.045
4 C -0.7302 -0.4073 0.8959  C2 1.516, O5 1.403, H12 1.080, H13 1.220
5 O -0.3633 -1.6924 1.3216  C4 1.403, H14 1.018
6 H 1.4706 1.2798 0.8475  C1 1.130
7 H 2.1661 0.7184 -0.7218  C1 1.048
8 H 1.8039 -0.5980 0.1940  C1 1.171
9 H 0.1081 -1.0216 -0.7251  C2 1.151
10 H -1.1396 1.9489 -1.0495  N3 1.222
11 H -1.5712 0.5991 -1.6988  N3 1.045
12 H -1.6185 -0.4919 0.2873  C4 1.080
13 H -1.0631 0.4570 1.6897  C4 1.220
14 H 0.1002 -2.2257 0.5893  O5 1.018

The structure (SMILES) is C[C@H](N)CO. Its relative energy (zero: lowest compared OMol25 entry of this formula, charge and spin) is 3.7310 eV. Its HOMO-LUMO gap is 0.37946 hartree. The total energy is -6791.3247 eV. For the lowest unoccupied orbital energy, the calculation gives 0.9 eV.

***

No. 3
Computed, not measured: 2 unconnected molecules or ions with the total composition C3H9NO in a non-equilibrium geometry, with ωB97M-V/def2-TZVPD.

Each atom is followed by the atoms it is bonded to, with distances in Å.
Cartesian coordinates (Å):
1 C -1.2207 1.1844 1.4186  C2 1.364, H5 1.096, H6 1.082
2 C -0.4869 0.3093 0.6733  C1 1.364, C3 1.494, N4 1.403
3 C -1.2198 -0.4336 -0.3960  C2 1.494, H7 1.109, H8 1.098, H9 1.131
4 N 0.9033 0.4358 0.5342  C2 1.403, H10 1.015, H11 1.015
5 H -1.1202 1.5381 2.4512  C1 1.096
6 H -2.2783 1.2991 1.2235  C1 1.082
7 H -1.6025 -1.3861 0.0250  C3 1.109
8 H -0.5701 -0.8415 -1.1813  C3 1.098
9 H -2.0845 0.0681 -0.9255  C3 1.131
10 H 1.3542 0.5763 -0.3640  N4 1.015
11 H 1.2701 0.9190 1.3479  N4 1.015
12 O 2.4541 -0.8698 -1.7392  H13 0.968, H14 0.975
13 H 3.0011 -1.4728 -1.2158  O12 0.968
14 H 1.6001 -1.3265 -1.8518  O12 0.975

The structure (SMILES) is C=C(C)N.O. Its relative energy (zero: lowest compared OMol25 entry of this formula, charge and spin) is 2.0740 eV. Its HOMO-LUMO gap is 0.31443 hartree. The total energy is -6792.9817 eV. For the lowest unoccupied orbital energy, the calculation gives 0.8 eV.

***

No. 4
Computed, not measured: 2 unconnected molecules or ions with the total composition C3H9NO in a non-equilibrium geometry, with ωB97M-V/def2-TZVPD.

Each atom is followed by the atoms it is bonded to, with distances in Å.
Cartesian coordinates (Å):
1 C 0.4487 1.1880 -0.4077  C3 1.391, C4 1.868, H6 1.085, H7 1.085
2 O 0.8805 -0.6461 1.6351  H8 0.958
3 C -0.6861 0.3959 -0.5440  C1 1.391, C4 1.599, N5 1.434, H9 1.083
4 C 0.5024 -0.6180 -0.8830  C1 1.868, C3 1.599, H10 1.091, H11 1.100, H12 1.096
5 N -1.3678 0.1340 0.6896  C3 1.434, H13 1.067, H14 1.002
6 H 0.8112 1.7204 -1.2803  C1 1.085
7 H 0.8888 1.3081 0.5762  C1 1.085
8 H 0.8811 -1.0209 2.5163  O2 0.958
9 H -1.4422 0.4900 -1.3138  C3 1.083
10 H -0.0698 -1.5361 -1.0255  C4 1.091
11 H 1.2712 -0.8589 -0.1340  C4 1.100
12 H 0.9459 -0.4662 -1.8734  C4 1.096
13 H -0.7013 -0.3386 1.3754  N5 1.067
14 H -2.3627 0.2485 0.6689  N5 1.002

Its relative energy (zero: lowest compared OMol25 entry of this formula, charge and spin) is 5.5839 eV. Its HOMO-LUMO gap is 0.26368 hartree. The total energy is -6789.4718 eV. For the lowest unoccupied orbital energy, the calculation gives -0.5 eV.